[1]
111
Properties=species:S:1:pos:R:3:mulliken_charge:R:1 method="wB97M-V/def2-TZVPD" homo_energy_ev=-8.57 multiplicity=1 e_lumo_ev=-0.893 gap_ev=7.68
C -5.3609 1.6961 -4.3511 -0.845
C -4.8402 3.0276 -3.9114 0.666
O -4.0323 3.6161 -4.5924 -0.606
N -5.3113 3.5668 -2.7202 -0.247
C -5.0200 2.7517 -1.5001 -1.319
C -3.6045 2.1901 -1.4909 -0.189
C -3.1258 1.7452 -0.0980 -0.572
C -1.5917 1.5241 -0.0787 -1.762
C -1.2166 0.0757 -0.1791 0.398
C -0.9787 -0.5975 -1.3068 1.047
C -0.9770 0.0560 -2.6516 -1.184
O -1.7179 -0.6767 -3.6465 -0.416
C -1.0365 -0.9263 -4.7694 0.789
F -1.8487 -1.5217 -5.6318 -0.282
F -0.6020 0.2261 -5.3303 -0.218
F 0.0346 -1.6964 -4.5985 -0.226
C -0.6703 -2.0574 -1.2131 -0.521
O -1.0956 -2.8356 -2.0206 -0.529
C 0.1754 -2.4419 -0.0351 0.086
C 1.1785 -3.4263 -0.1107 0.456
C 1.4101 -4.1562 -1.4229 -1.530
C 0.6330 -5.4456 -1.6026 -0.142
N -0.5176 -5.7300 -1.1829 -0.764
C 1.9891 -3.6649 1.0374 1.068
P 3.3560 -4.8979 0.8285 -0.007
O 2.5279 -6.1921 0.2791 -0.467
Br 3.9435 -5.6948 2.8209 -0.234
C 1.7658 -2.9043 2.1973 0.244
N 2.6223 -3.1032 3.3156 -0.070
C 0.7406 -1.9312 2.2724 0.537
C 0.5836 -1.1298 3.5374 -1.825
C 1.6772 -0.0169 3.6083 -0.649
C 1.2095 1.2837 2.9724 -0.743
N 1.5017 1.3024 1.5223 -0.464
C -0.0519 -1.7125 1.1433 -0.182
C -1.1091 -0.6621 1.0983 -0.154
O -1.8593 -0.4068 2.0034 -0.529
H -5.8635 1.8022 -5.3070 0.378
H -4.5263 1.0182 -4.4995 0.077
H -6.0641 1.2507 -3.6523 0.293
H -4.8054 4.4422 -2.6195 0.330
H -5.2085 3.3978 -0.6503 0.500
H -5.7189 1.9203 -1.5112 0.277
H -3.6090 1.2968 -2.1163 0.066
H -2.8903 2.8875 -1.9248 0.556
H -3.6180 0.8093 0.1406 0.273
H -3.3735 2.5247 0.6160 0.533
H -1.2252 1.9000 0.8742 -0.013
H -1.0821 2.1021 -0.8426 1.220
H 0.0625 0.1402 -2.9741 0.611
H -1.3748 1.0604 -2.6313 0.364
H 1.2102 -3.4635 -2.2342 0.343
H 2.4648 -4.4001 -1.5226 0.713
H 1.1429 -6.2086 -2.1872 0.479
H -0.9037 -4.9368 -0.6691 0.376
H 2.9545 -6.5142 -0.5211 0.364
H 2.1244 -3.1288 4.1900 0.255
H 3.3911 -2.4504 3.3591 0.192
H -0.3696 -0.6273 3.5802 0.527
H 0.6277 -1.7670 4.4137 0.679
H 2.5219 -0.3755 3.0280 0.337
H 1.9501 0.1355 4.6480 0.368
H 0.1542 1.4804 3.1439 0.310
H 1.7516 2.0966 3.4661 0.516
H 2.4827 1.5294 1.4117 0.270
H 0.9969 2.0762 1.1049 0.142
O 6.1394 -2.6684 4.2470 -0.547
S 7.4646 -2.4265 4.7296 1.150
O 8.4578 -1.8865 3.8552 -0.616
O 8.0067 -3.7615 5.3925 -0.296
C 7.9796 -4.9673 4.5922 -0.082
C 9.0499 -4.9887 3.5202 -1.013
C 7.4040 -1.4534 6.1941 -0.984
H 6.9830 -5.0957 4.1659 0.116
H 8.1403 -5.7770 5.3007 0.275
H 8.8779 -4.2200 2.7688 0.298
H 9.0519 -5.9578 3.0211 0.388
H 10.0330 -4.8105 3.9558 0.273
H 6.6669 -1.8762 6.8708 0.312
H 7.1152 -0.4489 5.8934 0.364
H 8.3921 -1.4400 6.6454 0.348
O -8.0777 2.2629 3.0406 -0.656
S -6.7809 2.5324 3.5805 1.169
O -5.7595 3.0891 2.7464 -0.544
O -6.2340 1.2168 4.2804 -0.238
C -6.1891 0.0048 3.4921 -0.632
C -5.0746 0.0222 2.4681 -0.557
C -6.9294 3.5133 5.0328 -1.002
H -7.1620 -0.1604 3.0264 0.361
H -6.0317 -0.7970 4.2103 0.310
H -5.2490 0.7871 1.7126 0.052
H -5.0091 -0.9436 1.9661 0.471
H -4.1177 0.2378 2.9390 0.248
H -7.6871 3.0779 5.6777 0.349
H -7.2274 4.5089 4.7119 0.380
H -5.9634 3.5521 5.5284 0.307
O 0.8846 4.6417 -4.5316 -0.677
S 1.0196 3.9035 -5.7521 1.232
O 2.1405 3.0303 -5.9313 -0.629
O 0.9562 4.9265 -6.9707 -0.280
C 1.8714 6.0403 -6.9634 -0.372
C 3.2949 5.6392 -7.2969 -0.988
C -0.4593 3.0274 -6.0970 -0.471
H 1.8144 6.5492 -5.9997 0.330
H 1.4884 6.7244 -7.7180 0.275
H 3.7190 4.9973 -6.5269 0.310
H 3.9200 6.5287 -7.3819 0.386
H 3.3273 5.0904 -8.2379 0.261
H -1.3082 3.6965 -5.9824 0.374
H -0.5198 2.2215 -5.3757 -0.049
H -0.4026 2.6256 -7.1053 0.342



[2]
94
Properties=species:S:1:pos:R:3:mulliken_charge:R:1 method="wB97M-V/def2-TZVPD" homo_energy_ev="-3.70 / -2.94" multiplicity=2 e_lumo_ev="2.428 / 2.429" charge=-1 gap_ev="6.13 / 5.36"
Mn 0.3481 0.3495 -1.5566 0.186
C 2.7899 0.3490 5.7179 -1.833
C 1.4110 0.5503 5.0738 2.261
C 1.3897 1.9089 4.3699 -1.981
C 0.3427 0.5710 6.1773 -1.634
C 1.1385 -0.5979 4.1042 0.503
C 0.8849 -1.8851 4.5921 -0.525
C 0.6438 -2.9421 3.7329 -1.177
C 0.6484 -2.7535 2.3531 1.329
S 0.2747 -4.0583 1.2420 -0.359
C 0.8872 -2.0658 -0.4222 -2.020
N 0.7788 -1.1783 0.4940 0.305
C 0.9083 -1.4750 1.8480 -2.456
C 1.1492 -0.4217 2.7311 0.285
C 0.9076 -1.5667 -3.0730 -0.445
C 1.6873 -2.4139 -3.8464 -0.236
C 2.0722 -1.9843 -5.1196 -1.001
C 1.6920 -0.7310 -5.5776 -0.763
C 0.9652 0.1360 -4.7569 -0.563
C 0.5658 -0.2576 -3.4820 0.083
H 2.9661 1.1082 6.4852 0.453
H 3.5797 0.4259 4.9685 0.388
H 2.8631 -0.6346 6.1854 0.352
H 1.5239 2.7032 5.1078 0.468
H 0.4383 2.0719 3.8588 0.298
H 2.1916 1.9976 3.6356 0.363
H 0.4564 1.4691 6.7896 0.475
H 0.4241 -0.2933 6.8381 0.344
H -0.6576 0.5738 5.7422 0.224
H 0.8884 -2.0756 5.6585 0.355
H 0.4593 -3.9339 4.1293 0.407
H 1.3237 0.5460 2.2803 0.482
H 2.0058 -3.3855 -3.4914 0.387
H 2.6735 -2.6304 -5.7506 0.392
H 1.9867 -0.4147 -6.5740 0.357
H 0.7376 1.1344 -5.1269 0.372
O 2.3516 0.5091 -1.1499 0.628
C 3.2315 1.4280 -1.2481 -0.283
C 4.6125 1.1094 -1.0857 -0.952
C 5.5969 2.0619 -1.1470 -0.559
C 5.2825 3.4059 -1.3892 -0.912
C 3.9580 3.7464 -1.5567 -0.701
C 2.9262 2.8026 -1.4841 0.905
C 1.5405 3.2232 -1.6258 0.023
N 0.4592 2.4651 -1.7303 0.494
C -0.6161 3.3184 -1.8534 -0.592
C -0.1941 4.6057 -1.8171 -1.039
N 1.1733 4.5361 -1.6691 -0.071
H 4.8486 0.0667 -0.9121 0.388
H 6.6329 1.7705 -1.0112 0.407
H 6.0584 4.1570 -1.4566 0.370
H 3.7270 4.7859 -1.7695 0.256
H -1.6184 2.9441 -1.9668 0.355
H -0.7230 5.5397 -1.8806 0.432
H 1.8000 5.3121 -1.5798 0.150
C -2.7573 0.6979 3.5563 -0.341
C -2.6229 1.7794 2.6922 -0.896
C -2.3906 1.5628 1.3438 -0.425
C -2.3204 0.2656 0.8301 0.193
C -2.4297 -0.8083 1.7079 -0.530
C -2.6478 -0.5929 3.0638 -0.693
P -1.8306 0.0625 -0.9232 2.302
C -3.2463 0.8405 -1.8200 0.692
C -4.4867 1.1517 -1.2696 -0.503
C -5.4893 1.7062 -2.0564 -0.685
C -5.2627 1.9486 -3.4038 -0.536
C -4.0307 1.6321 -3.9633 -0.752
C -3.0291 1.0830 -3.1775 -0.324
C -2.1970 -1.6946 -1.2749 -0.630
C -3.4381 -2.3215 -1.2006 -0.123
C -3.5460 -3.6645 -1.5277 -0.948
C -2.4061 -4.3915 -1.8516 -0.961
C -1.1522 -3.7881 -1.8577 1.786
C 0.0570 -4.6267 -1.9451 -0.784
C 1.1754 -4.4776 -1.2291 -1.305
C 1.4049 -3.4629 -0.1516 1.123
C 0.2563 -1.6800 -1.7117 1.997
C -1.0621 -2.4024 -1.6554 -0.554
H -2.9386 0.8651 4.6111 0.459
H -2.6840 2.7915 3.0744 0.388
H -2.2566 2.4071 0.6748 0.409
H -2.3313 -1.8206 1.3329 0.213
H -2.7193 -1.4400 3.7354 0.336
H -4.6713 0.9667 -0.2174 0.394
H -6.4493 1.9475 -1.6154 0.402
H -6.0439 2.3821 -4.0164 0.367
H -3.8465 1.8208 -5.0140 0.423
H -2.0560 0.8357 -3.5960 0.207
H -4.3176 -1.7581 -0.9080 0.493
H -4.5114 -4.1555 -1.5065 0.404
H -2.4846 -5.4547 -2.0546 0.445
H 0.0015 -5.4906 -2.6013 0.400
H 1.9684 -5.2037 -1.3695 0.434
H 2.3995 -3.4958 0.2905 0.747



[3]
14
Properties=species:S:1:pos:R:3:mulliken_charge:R:1 method="wB97M-V/def2-TZVPD" homo_energy_ev=-10.12 multiplicity=1 e_lumo_ev=0.689 gap_ev=10.81
C -1.3243 -0.9481 0.0871 -1.267
C -0.3388 -0.1068 -0.7046 0.454
C 0.0233 1.2497 0.0212 -0.580
N 1.4602 1.0892 0.3597 -0.537
C 1.6357 -0.1494 0.7923 0.600
O 2.1233 -0.9272 1.5058 -0.367
O 0.9141 -0.7517 -0.8119 -0.645
H -0.9491 -1.1265 1.1030 0.287
H -1.4676 -1.9194 -0.3940 0.335
H -2.2945 -0.4442 0.1650 0.353
H -0.7236 0.0935 -1.7116 0.329
H -0.5777 1.4093 0.9214 0.283
H -0.0630 2.1288 -0.6203 0.305
H 1.5820 0.4026 -0.7130 0.451



[4]
107
Properties=species:S:1:pos:R:3:mulliken_charge:R:1 method="wB97M-V/def2-TZVPD" homo_energy_ev="-4.14 / -4.55" multiplicity=2 e_lumo_ev="1.895 / 1.886" charge=-1 gap_ev="6.03 / 6.43"
Ti 0.7207 -0.6849 0.0518 -0.072
O -0.3235 -2.0787 1.3377 1.861
C 0.0427 -3.4592 1.3729 -1.260
C 1.4503 -3.5193 0.8617 0.188
C 2.1660 -4.6881 0.6673 -0.910
C 3.4792 -4.6136 0.2357 -0.837
C 4.0692 -3.3767 -0.0536 -0.821
C 3.3216 -2.2801 0.3339 -0.632
N 2.0263 -2.3355 0.6548 1.557
H -1.2887 -1.9540 1.3764 -0.961
H -0.6346 -4.0410 0.7486 0.450
H -0.0135 -3.8094 2.4071 0.652
H 1.7054 -5.6453 0.8755 0.579
H 4.0462 -5.5226 0.0823 0.387
H 5.1421 -3.2952 -0.0551 0.396
H 3.7349 -1.2806 0.2755 0.462
O 1.8302 0.4829 1.0907 -0.018
C 1.2432 1.0305 2.2528 3.571
C -0.2274 1.3060 1.8523 -1.063
O -0.9334 2.1265 2.3927 -0.820
O -0.5969 0.5018 0.8882 0.647
C 1.9917 2.3036 2.6110 -0.256
C 2.5406 2.5336 3.8643 -0.668
C 3.2304 3.7119 4.1252 -0.967
C 3.3768 4.6701 3.1356 -0.659
C 2.8248 4.4484 1.8800 -1.143
C 2.1360 3.2761 1.6248 0.504
C 1.2447 -0.0012 3.3828 -0.306
C 0.2211 -0.0642 4.3220 -0.075
C 0.2364 -1.0399 5.3101 -0.901
C 1.2761 -1.9564 5.3724 -0.571
C 2.3090 -1.8847 4.4470 -0.898
C 2.2945 -0.9093 3.4616 -0.061
H 2.7777 1.2538 -0.2372 0.355
H 2.4335 1.7912 4.6441 0.528
H 3.6555 3.8766 5.1073 0.422
H 3.9164 5.5864 3.3392 0.389
H 2.9307 5.1923 1.1004 0.437
H 1.7001 3.1086 0.6460 -0.409
H -0.5939 0.6473 4.2734 0.591
H -0.5718 -1.0851 6.0297 0.456
H 1.2828 -2.7223 6.1381 0.366
H 3.1253 -2.5956 4.4842 0.432
H 3.0858 -0.8610 2.7268 0.469
C -4.6877 -0.1121 -1.1948 -1.167
Si -3.7049 -0.0565 0.4021 0.676
C -4.2835 1.3060 1.5588 -1.235
C -3.5755 -1.6993 1.2641 -0.152
C -3.3202 -1.7547 2.6456 -0.054
C -3.0976 -2.9628 3.2913 -0.516
C -3.1281 -4.1527 2.5747 -0.422
C -3.3684 -4.1215 1.2050 -0.746
C -3.5771 -2.9139 0.5562 -0.013
H -5.7257 -0.4238 -1.0428 0.483
H -4.2159 -0.7891 -1.9091 0.215
H -4.6991 0.8850 -1.6399 0.308
H -4.9454 0.9308 2.3447 0.425
H -4.8294 2.0577 0.9850 0.372
H -3.4290 1.8021 2.0239 0.256
H -3.2874 -0.8344 3.2192 0.242
H -2.8963 -2.9761 4.3557 0.359
H -2.9529 -5.0961 3.0766 0.397
H -3.3780 -5.0428 0.6352 0.413
H -3.7272 -2.9085 -0.5164 0.348
O -2.2727 -2.3947 -2.4796 -0.763
Cl -0.9159 -2.0004 -2.2406 2.034
O -0.1888 -3.0520 -1.5743 -0.693
O -0.2776 -1.5689 -3.4312 -0.632
O -0.9709 -0.8634 -1.2581 -1.008
O 3.2850 1.2522 -1.0815 -0.694
C 2.8047 0.2238 -1.8076 0.542
N 1.7723 -0.4134 -1.4216 0.483
S 3.0492 -2.8790 -2.9810 1.031
O 2.9567 -3.7334 -4.1906 -0.807
O 4.3156 -3.1788 -2.1941 -0.685
C 3.6825 -1.2817 -3.6703 0.236
C 4.3819 -1.3864 -4.8618 -0.994
C 5.0275 -0.2914 -5.4101 -0.555
C 4.9861 0.9366 -4.7621 -0.855
C 4.2848 1.0574 -3.5766 -0.733
C 3.6153 -0.0410 -3.0241 -0.010
H 4.4000 -2.3598 -5.3384 0.527
H 5.5672 -0.3933 -6.3446 0.371
H 5.4889 1.7983 -5.1834 0.374
H 4.2326 2.0112 -3.0693 0.470
C -1.0174 2.8776 -1.1043 -0.211
N -1.6346 4.0400 -1.7583 0.174
C -0.5612 4.8612 -2.3212 -0.699
N 0.2709 4.1271 -3.2788 0.160
C 0.8349 2.9614 -2.5832 -0.446
N -0.2000 2.0914 -2.0310 0.897
C -1.0632 1.6397 -3.1252 -0.540
N -1.6789 2.7703 -3.8367 0.150
C -2.4539 3.5449 -2.8673 -0.467
C -0.6053 3.6261 -4.3444 -0.707
H -1.7982 2.2346 -0.6913 -0.464
H -0.4003 3.2303 -0.2744 0.014
H 0.0714 5.2200 -1.5054 0.342
H -1.0024 5.7241 -2.8273 0.365
H 1.4852 3.3092 -1.7766 -0.165
H 1.4409 2.3884 -3.2900 0.208
H -1.8478 1.0027 -2.7153 -0.131
H -0.4715 1.0481 -3.8253 0.151
H -3.2461 2.9106 -2.4625 0.091
H -2.9111 4.3974 -3.3774 0.372
H -1.0478 4.4796 -4.8653 0.343
H -0.0039 3.0545 -5.0543 0.345



So what do the calculations give for energy above the lowest of the compared OMol25 structures with the same formula, charge and spin? Going down the list: 0.000; 2.558; 3.544; 6.537 eV.
So what do the calculations give for DFT total energy? Going down the list: -188658.157; -108371.812; -9843.736; -129058.476 eV.